C32H50BNO7P | ωB97M-V/def2-TZVPD

Values from the calculation:
Net charge: +1
LUMO level, Eh: -0.093
Maximum force, eV Å⁻¹: 0.8
ΔE to the lowest compared entry with this formula, charge and spin, kJ/mol: 0.0

Last column: Mulliken charge in e.
CARTESIAN COORDINATES (ANGSTROEM)
C 5.696 -2.953 -2.396  -1.001
C 6.581 -1.827 -2.897  -0.391
O 5.847 -0.636 -3.272  -0.354
C 4.743 -0.826 -4.024  0.133
O 4.652 -1.666 -4.869  -0.579
C 3.646 0.176 -3.726  -0.391
C 3.410 0.461 -2.236  0.084
C 3.066 1.931 -1.978  -1.206
N 1.931 2.171 -1.003  0.483
C 0.553 1.944 -1.602  -1.249
C -0.031 0.550 -1.376  -0.274
C -0.952 0.097 -2.541  -0.998
P -0.424 -1.559 -3.097  0.541
O 1.011 -1.767 -2.821  -0.477
O -1.394 -2.553 -2.342  -0.357
C -0.889 -3.461 -1.325  -0.184
C -2.051 -3.886 -0.447  -1.159
O -0.839 -1.759 -4.605  -0.458
C -1.247 -0.716 -5.504  -0.419
C -0.086 0.154 -5.956  -0.443
C 2.150 1.515 0.323  -0.947
B 1.207 2.157 1.435  0.634
O 0.951 3.484 1.264  -0.542
O 0.702 1.477 2.489  -0.541
H 6.289 -3.597 -1.746  0.385
H 5.297 -3.554 -3.207  0.329
H 4.865 -2.571 -1.796  0.224
H 7.269 -1.494 -2.124  0.360
H 7.174 -2.154 -3.751  0.328
H 3.891 1.098 -4.264  0.584
H 2.748 -0.235 -4.186  -0.192
H 4.324 0.217 -1.695  0.533
H 2.634 -0.218 -1.893  0.358
H 2.833 2.488 -2.883  0.574
H 3.920 2.417 -1.503  0.203
H 1.969 3.171 -0.795  0.443
H -0.094 2.699 -1.156  0.251
H 0.640 2.185 -2.660  0.617
H 0.748 -0.189 -1.235  0.329
H -0.627 0.567 -0.461  0.403
H -1.987 0.042 -2.204  0.536
H -0.932 0.821 -3.356  0.672
H -0.449 -4.311 -1.843  0.311
H -0.118 -2.959 -0.741  0.234
H -2.574 -4.746 -0.858  0.323
H -2.751 -3.057 -0.343  0.331
H -1.682 -4.130 0.549  0.382
H -2.066 -0.135 -5.077  0.331
H -1.661 -1.239 -6.364  0.350
H 0.512 -0.361 -6.706  0.345
H 0.566 0.423 -5.123  -0.168
H -0.474 1.069 -6.406  0.327
H 3.180 1.754 0.607  0.356
H 2.099 0.434 0.239  0.391
H 0.232 3.814 1.817  0.319
H 0.820 0.523 2.469  0.313
C -5.690 -2.475 3.486  -0.179
C -5.559 -3.238 2.334  -0.666
C -4.643 -4.280 2.295  -0.280
C -3.862 -4.562 3.408  -0.502
C -3.995 -3.799 4.560  -0.421
C -4.908 -2.753 4.599  -0.330
H -6.406 -1.663 3.518  0.310
H -6.173 -3.023 1.468  0.383
H -4.540 -4.876 1.397  0.460
H -3.153 -5.380 3.379  0.391
H -3.391 -4.021 5.430  0.387
H -5.015 -2.158 5.497  0.448
C 5.379 6.019 0.370  -0.649
C 6.380 6.907 0.004  -0.404
C 6.826 6.952 -1.310  -0.424
C 6.269 6.112 -2.264  -0.501
C 5.266 5.224 -1.900  -0.224
C 4.826 5.178 -0.585  0.192
H 5.033 5.984 1.394  0.369
H 6.814 7.566 0.745  0.374
H 7.609 7.643 -1.591  0.374
H 6.615 6.149 -3.288  0.376
H 4.831 4.571 -2.648  0.330
H 4.043 4.484 -0.293  0.198
C -8.298 -2.337 7.869  -0.433
C -8.418 -1.402 8.888  -0.391
C -8.233 -0.053 8.620  -0.362
C -7.932 0.363 7.331  -0.479
C -7.814 -0.571 6.311  -0.282
C -7.994 -1.921 6.580  -0.225
H -8.441 -3.389 8.079  0.370
H -8.658 -1.726 9.893  0.362
H -8.325 0.674 9.416  0.361
H -7.793 1.416 7.121  0.362
H -7.583 -0.245 5.304  0.287
H -7.898 -2.651 5.785  0.428